(1)
The following is a DFT calculation (ωB97M-V/def2-TZVPD) of C42H40N6P2PtSe2 as an isolated structure at a distorted geometry.

```
! wB97M-V def2-TZVPD RIJCOSX def2/J DEFGRID3
* xyz 0 1
Pt 0.008 -0.128 -0.123
Se -0.707 -1.222 2.415
Se -3.735 -5.889 0.324
P -1.802 -2.800 1.476
P -3.183 -4.963 -1.484
N -1.138 -1.808 -2.196
N -1.829 -2.862 -2.505
N 2.364 -0.847 -0.265
N -1.274 1.822 -1.156
N 1.060 1.528 0.265
N -1.041 -1.683 -0.894
C -2.764 -7.390 -2.710
C -4.147 -1.484 1.223
C 3.111 0.296 0.179
C -6.845 -3.499 -3.828
C -2.243 -6.111 -2.534
C 3.200 2.705 0.333
C -0.156 -4.956 1.017
C -1.182 5.007 0.812
C 2.705 -2.114 0.358
C -6.290 -2.059 2.125
C -4.388 -3.467 2.563
C 2.416 1.534 0.276
C 5.218 1.422 0.502
C -2.208 -3.467 -1.365
C -6.578 -3.020 -2.555
C -0.879 -7.967 -4.075
C -3.589 -2.622 1.807
C 0.315 2.667 0.498
C 4.570 2.647 0.436
C -2.087 -8.309 -3.488
C -1.699 -2.704 -0.308
C -4.621 -4.404 -2.451
C 0.472 -6.152 1.305
C -1.079 -4.412 1.907
C -1.027 -5.774 -3.111
C -0.696 -6.251 3.398
C -0.843 2.885 -0.284
C -0.784 1.932 -2.528
C 0.189 -6.809 2.492
C 4.483 0.258 0.350
C -1.318 -5.046 3.120
C -0.134 4.732 1.674
C -6.004 -4.434 -4.406
C 2.474 -0.917 -1.727
C -5.494 -1.209 1.372
C -4.889 -4.888 -3.723
C -5.472 -3.475 -1.863
C -1.545 4.072 -0.145
C -2.720 1.648 -1.103
C 0.613 3.582 1.517
C -5.734 -3.178 2.721
C -0.348 -6.705 -3.875
H -2.992 0.718 -1.603
H 3.514 -1.105 -2.030
H -4.222 -5.607 -4.178
H -3.271 2.466 -1.588
H 1.167 -6.578 0.594
H 3.743 -2.422 0.166
H -3.698 -7.654 -2.231
H 5.139 3.564 0.463
H 0.600 -6.441 -4.319
H -5.262 -3.114 -0.864
H -7.235 -2.289 -2.109
H 2.537 -2.045 1.434
H -5.922 -0.337 0.897
H -6.214 -4.807 -5.398
H 1.842 -1.714 -2.118
H 2.149 0.030 -2.162
H 6.289 1.372 0.609
H 1.415 3.355 2.205
H -3.013 1.600 -0.053
H 2.052 -2.890 -0.047
H 0.295 2.083 -2.525
H -7.710 -3.144 -4.368
H -1.996 -4.610 3.840
H 0.062 -4.454 0.082
H -3.516 -0.817 0.646
H -0.906 -6.761 4.328
H -1.244 2.775 -3.060
H -6.350 -3.841 3.311
H 0.111 5.411 2.477
H 2.721 3.670 0.266
H -1.005 1.010 -3.068
H -2.394 4.277 -0.783
H 5.001 -0.688 0.334
H -0.349 -8.683 -4.685
H -1.729 5.934 0.902
H -7.344 -1.850 2.247
H -2.494 -9.297 -3.641
H -0.632 -4.777 -2.988
H -3.987 -4.368 2.999
H 0.654 -7.759 2.708
*
```

E_LUMO (spin up / spin down) = -0.018 / -0.018 Eh
Relative energy (zero: lowest compared OMol25 entry of this formula, charge and spin) = 128.6 kJ/mol
E = -205661.1063 eV

(2)
The following is a DFT calculation (ωB97M-V/def2-TZVPD) of C42H40N8O4Ti as an isolated structure at a distorted geometry.

```
! wB97M-V def2-TZVPD RIJCOSX def2/J DEFGRID3
* xyz 0 3
Ti 0.541 1.043 -0.123
O 0.038 1.561 -3.839
O 0.422 1.634 1.722
O -1.597 1.170 0.155
O 0.488 2.520 -1.244
N 1.589 4.643 2.017
N -1.859 -1.733 1.199
N -1.072 -0.868 2.029
N -0.791 -0.144 -1.359
N 0.941 5.735 -2.329
N 1.426 0.095 -2.782
N 2.493 1.705 -0.104
N 1.522 -0.868 -0.199
C 3.821 3.408 -1.214
C -0.002 -1.506 2.814
C 2.690 -0.041 -2.122
C 4.568 3.525 -0.102
C -0.079 3.308 3.331
C -0.870 3.760 4.418
C -0.347 2.081 2.679
C 3.560 1.168 -2.334
C 1.033 4.209 3.095
C -2.280 1.891 4.162
C 0.960 1.333 -3.090
C 1.007 -2.033 -3.904
C 4.366 2.666 1.031
C 4.495 1.164 -4.720
C 2.897 2.937 -4.030
C 0.628 -1.062 -2.998
C -1.889 0.055 2.677
C -2.916 3.618 5.880
C 2.676 -0.664 -0.910
C -2.533 -2.815 1.782
C 1.531 2.478 -2.186
C 3.280 1.844 0.975
C -2.526 -1.029 0.184
C -0.940 -3.306 -3.333
C -1.471 1.319 3.171
C -0.093 5.439 -1.354
C 1.405 -1.408 2.253
C 0.224 -3.165 -4.073
C 1.593 -1.903 0.818
C -1.681 0.029 -0.427
C -4.494 -2.389 0.441
C 1.161 4.497 0.627
C 1.657 4.884 -3.157
C -3.797 -3.141 1.411
C -1.322 -2.338 -2.415
C -0.529 -1.210 -2.226
C -2.010 3.095 4.803
C 1.887 3.567 -3.136
C 2.899 2.225 -1.392
C 0.331 5.664 0.115
C 3.591 1.821 -3.722
C -3.803 -1.336 -0.175
H -0.442 4.419 -1.495
H -0.943 6.096 -1.558
H -0.034 -1.032 3.796
H -2.937 -0.209 2.769
H 0.608 3.577 0.564
H -1.564 -4.181 -3.467
H 4.973 2.723 1.922
H -2.470 4.476 6.384
H -5.510 -2.627 0.170
H 0.894 6.601 0.171
H -3.122 2.857 6.633
H 0.848 -2.687 0.612
H 4.489 1.684 -5.677
H 3.051 3.385 -5.007
H -4.255 -0.766 -0.978
H -0.262 -2.555 2.982
H 0.516 -3.925 -4.785
H 5.525 1.121 -4.353
H 1.919 -1.886 -4.468
H 0.968 6.690 -2.635
H 2.169 5.443 -3.935
H 2.076 4.377 0.046
H 2.040 -1.989 2.930
H 2.961 1.290 1.852
H 4.585 0.973 -1.997
H 2.567 -2.397 0.740
H -2.232 -2.474 -1.850
H -0.564 5.778 0.733
H 1.750 -0.375 2.320
H 3.948 4.109 -2.023
H 3.632 -0.907 -0.438
H -3.875 3.938 5.468
H 2.397 5.240 2.149
H -1.968 -3.403 2.486
H 4.181 0.130 -4.891
H -4.250 -4.015 1.860
H 1.461 4.628 4.001
H -0.586 4.678 4.921
H 5.301 4.323 -0.042
H -3.148 1.321 4.478
*
```

E_LUMO (spin up / spin down) = -0.030 / -0.025 Eh
Expectation value of S² = 2.062
Relative energy (zero: lowest compared OMol25 entry of this formula, charge and spin) = 656.9 kJ/mol
E = -87425.4931 eV

(3)
The following is a DFT calculation (ωB97M-V/def2-TZVPD) of C42H40NP2Tm as an isolated structure at a distorted geometry.

```
! wB97M-V def2-TZVPD RIJCOSX def2/J DEFGRID3
* xyz 2 3
Tm 0.761 -0.028 1.296
P -1.034 -2.425 0.649
P 0.210 1.568 -1.226
N 1.354 1.725 2.370
C -3.529 -3.660 0.345
C 2.097 1.054 3.334
C 1.440 -3.124 -0.320
C -4.766 -1.242 -0.384
C 1.397 -1.133 -4.068
C 1.563 3.091 2.555
C -3.038 4.800 -1.831
C -1.338 3.352 -2.792
C -3.412 -1.258 -0.066
C -1.063 2.822 -1.519
C 0.385 -4.881 -2.227
C 2.702 1.991 4.160
C -1.803 3.283 -0.410
C 4.291 3.659 -1.014
C 0.066 -3.464 -0.296
C -4.886 -3.634 0.000
C 0.085 -3.520 2.955
C 3.277 4.184 -1.820
C -0.993 -0.901 -4.272
C -0.350 -2.704 5.195
C -1.169 -1.703 4.675
C -2.322 4.337 -2.940
C -0.737 -2.504 2.423
C 2.378 3.271 3.670
C -0.453 -4.363 -1.243
C -1.383 -1.596 3.302
C 2.887 1.764 -0.448
C 4.092 2.454 -0.331
C 1.731 -4.508 -2.275
C 1.846 2.333 -1.207
C 1.054 4.089 1.613
C 0.275 -3.605 4.331
C 0.201 -1.487 -4.691
C 2.175 -0.435 3.338
C 2.048 3.528 -1.910
C 1.406 -0.213 -3.031
C -1.011 -0.013 -3.193
C -5.492 -2.440 -0.407
C -2.776 4.265 -0.567
C 2.241 -3.589 -1.354
C -2.772 -2.476 0.256
C 0.201 0.341 -2.555
H -1.956 0.431 -2.858
H -3.055 -4.594 0.672
H 3.331 1.738 5.003
H -2.525 4.746 -3.930
H 3.263 -3.214 -1.447
H 4.887 2.031 0.283
H 5.251 4.173 -0.936
H -0.613 -1.142 0.143
H -1.910 -1.152 -4.803
H 1.904 -2.500 0.470
H 0.207 -2.205 -5.511
H 2.410 -0.951 2.332
H 2.713 4.240 4.032
H -3.338 4.617 0.300
H 1.171 5.104 2.041
H 3.081 -0.726 3.883
H -0.790 3.000 -3.667
H -0.214 -2.799 6.278
H -0.028 -5.557 -2.980
H 0.583 -4.229 2.289
H 1.323 -0.905 3.850
H -1.507 -4.652 -1.202
H 2.338 -1.557 -4.404
H 1.239 3.916 -2.531
H -6.532 -2.440 -0.737
H -2.066 -0.837 2.900
H 0.121 1.604 0.378
H 2.355 0.093 -2.581
H 2.819 0.741 -0.006
H 1.619 4.058 0.662
H 0.914 -4.388 4.745
H 2.369 -4.916 -3.060
H -0.010 3.929 1.386
H -1.664 -1.010 5.354
H -2.840 -0.330 -0.073
H -3.798 5.573 -1.953
H 3.436 5.098 -2.391
H -1.608 2.864 0.577
H -5.249 -0.295 -0.631
H -5.466 -4.562 0.053
*
```

E_LUMO (spin up / spin down) = -0.222 / -0.218 Eh
Expectation value of S² = 2.097
Relative energy (zero: lowest compared OMol25 entry of this formula, charge and spin) = 261.1 kJ/mol
E = -93782.5680 eV

(4)
The following is a DFT calculation (ωB97M-V/def2-TZVPD) of C42H41AlAsN3PS as an isolated structure.

```
! wB97M-V def2-TZVPD RIJCOSX def2/J DEFGRID3
* xyz 1 1
As 0.030 -1.146 2.864
S -2.579 -0.061 1.004
P -0.728 2.590 -0.691
Al -0.809 -0.091 -0.370
N -0.737 -2.172 -0.444
N -0.872 0.019 -2.403
N 1.046 -0.284 -0.576
C 2.744 0.341 -2.281
C -0.404 0.696 -5.054
C -2.410 -4.533 3.392
C 0.692 0.591 -4.167
C -0.249 -4.780 0.388
C -0.258 3.482 0.864
C -3.550 1.039 3.253
C 2.035 0.795 -4.554
C -1.954 -3.239 3.179
C 3.028 0.671 -3.624
C 0.410 0.268 -2.825
C -0.051 2.553 2.067
C 1.507 -1.453 5.438
C -3.636 1.324 4.605
C 0.821 -3.865 0.326
C -2.460 0.329 2.751
C -2.320 3.370 -1.218
C 2.485 -1.069 6.346
C -1.444 -0.099 3.602
C 3.371 -0.048 6.029
C 0.520 -2.552 -0.078
C -2.619 0.924 5.462
C 3.126 -3.221 0.544
C -3.607 2.811 -0.611
C 0.284 -3.945 3.682
C 1.527 -1.543 -0.145
C 3.282 0.588 4.797
C -1.707 -3.070 -0.413
C 1.454 0.137 -1.855
C 2.302 0.204 3.892
C -1.866 0.095 -3.265
C -0.172 -5.239 3.902
C -1.520 -5.537 3.755
C 0.398 3.384 -1.921
C -0.605 -2.930 3.337
C -1.673 0.446 -4.608
C 2.814 -1.896 0.149
C -1.535 0.222 4.955
C -1.504 -4.387 0.006
C 2.164 -4.182 0.647
C 1.401 -0.814 4.205
C 0.300 4.907 -2.022
H 3.560 0.241 -1.578
H 0.442 5.393 -1.055
H -1.879 -6.545 3.924
H -0.659 5.225 -2.427
H 4.156 -3.466 0.773
H 0.527 -6.015 4.190
H -1.023 4.226 1.086
H 3.974 1.381 4.543
H 1.417 3.085 -1.663
H -0.742 -0.083 5.625
H 0.672 4.011 0.656
H -2.352 3.272 -2.307
H 2.411 -5.190 0.961
H -2.668 1.153 6.519
H 0.487 3.065 2.867
H 4.133 0.249 6.738
H 1.077 5.275 -2.694
H 3.607 -1.161 0.110
H -2.660 -2.469 2.890
H 0.824 -2.254 5.695
H -3.612 2.908 0.475
H -2.858 -0.129 -2.887
H -4.334 1.358 2.576
H -1.002 2.218 2.469
H -2.524 0.514 -5.271
H 4.058 0.827 -3.916
H -4.464 3.359 -1.008
H -0.069 -5.787 0.747
H -2.338 -5.075 0.034
H -0.221 0.981 -6.084
H 2.229 0.697 2.928
H 0.172 2.939 -2.891
H 1.341 -3.729 3.784
H 0.528 1.668 1.788
H -4.501 1.852 4.990
H -2.237 4.431 -0.983
H 2.548 -1.563 7.308
H 2.254 1.044 -5.585
H -2.687 -2.727 -0.720
H -3.463 -4.758 3.270
H -3.742 1.757 -0.847
*
```

E_LUMO = -0.113 Eh
Relative energy (zero: lowest compared OMol25 entry of this formula, charge and spin) = 28.3 kJ/mol
E = -136249.3666 eV